The following is a quantum chemistry calculation of C68H90F12N17O25S12 as an isolated structure in a non-equilibrium geometry, from the Open Molecules 2025 dataset.

Summary:
* DFT total energy: -311050.03872 eV
* net charge: +5

XYZ file:
```
224
Properties=species:S:1:pos:R:3:forces:R:3
C -26.19166 10.92360 26.94982 -1.4 -2.5 4.8
C -26.22490 9.40441 27.27338 2.3 2.4 -3.8
N -27.02446 9.06096 25.94716 -2.0 -4.3 -0.4
C -28.15561 7.98346 26.34272 3.8 -0.1 0.8
C -27.13786 9.75380 24.59343 -2.8 1.3 2.3
C -28.45163 10.45223 24.26673 -1.9 0.2 -1.3
C -25.68312 8.43849 26.15039 0.0 1.7 -1.6
C -28.30676 1.13575 23.01161 2.5 -0.2 0.1
O -27.20198 1.37506 23.71844 -2.8 0.7 0.9
C -27.34461 2.25771 25.04153 -1.5 4.0 -10.8
H -25.85526 11.56737 26.21685 1.3 0.5 -1.5
H -15.89849 11.48220 36.50019 0.0 -0.1 0.0
H -27.09980 11.25403 27.49444 0.9 0.5 -0.2
H -16.19544 -1.08480 12.83218 0.0 0.0 0.0
H -26.33607 9.07005 28.34298 -1.1 0.3 -1.5
H -29.04510 8.06232 25.78895 -1.2 0.5 0.0
H -27.93031 8.15525 27.36080 -2.7 0.8 1.7
H -27.78958 6.94675 26.52429 0.2 0.1 -2.1
H -27.07795 9.00688 23.88834 1.0 -1.9 -1.4
H -26.37931 10.45755 24.61862 1.7 1.0 -0.5
H -29.32480 9.73549 24.10390 1.3 0.5 0.4
H -28.32993 10.87231 23.15382 -0.2 -0.3 2.7
H -28.85835 11.17281 25.04879 1.0 -0.5 -1.3
H -25.84631 7.40328 25.77355 0.8 0.2 2.0
H -24.91361 8.88544 25.46015 -0.8 -0.1 1.0
H -29.21431 1.67201 23.36450 0.3 0.3 0.8
H 3.01206 3.78827 20.93852 0.0 0.0 0.0
H -28.34333 2.46776 25.02273 -2.4 0.8 0.7
H -26.64781 3.06290 24.87951 -0.3 0.9 -0.5
H -26.93737 1.82033 25.70685 4.3 -6.6 8.9
C -7.29635 2.14586 26.35988 1.4 0.2 -2.2
N -8.74214 2.27718 26.38011 -0.5 0.8 -1.9
C -9.33248 3.38438 25.86589 -1.0 -0.5 0.3
C -10.73105 3.44699 25.78982 2.0 0.7 -0.6
C -11.48521 2.28470 25.98298 -0.3 0.6 0.6
C -10.84384 1.17731 26.52893 0.9 0.1 0.0
C -9.47220 1.21286 26.72574 -0.7 0.3 0.8
C -12.94195 2.29939 25.73681 -1.1 -0.3 -1.0
C -13.82753 1.36559 26.30677 1.6 1.0 1.7
C -15.17342 1.55778 26.23350 -1.0 -2.0 -1.1
N -15.66255 2.40194 25.32966 -0.9 0.6 0.1
C -14.84815 3.24657 24.70528 -0.5 1.1 -2.5
C -13.48979 3.21116 24.79719 1.1 -0.9 1.9
C -17.13347 2.36308 25.06726 -0.1 -0.3 -0.4
H -6.93068 1.46661 25.47382 -0.9 1.6 1.5
H -7.06122 1.63521 27.24180 0.8 -0.5 1.4
H -6.83364 3.17035 26.35483 -0.4 -1.3 -0.1
H -8.74911 4.23285 25.47606 0.1 -0.7 0.7
H -10.98716 4.48775 25.52489 -1.0 -1.0 0.0
H -11.34528 0.29115 26.87553 -0.3 -0.1 -0.2
H -8.94382 0.47322 27.30746 0.0 -0.4 -0.3
H -13.46069 0.67311 27.05681 -0.1 -0.1 -0.4
H -15.91157 0.83199 26.61594 0.7 0.7 0.4
H -15.31412 3.88799 23.94276 0.1 -0.2 0.6
H -12.78090 3.83841 24.26871 -0.7 0.2 -0.2
H -17.61152 2.05677 26.00148 0.0 0.2 -0.3
H -17.34713 1.65390 24.25827 0.3 -0.3 0.4
H -17.56486 3.27815 24.66116 0.6 0.4 0.6
C -3.92131 11.05828 38.74160 1.2 1.6 -1.5
N -4.95288 10.92052 37.67299 -0.8 0.0 -0.2
C -5.90680 9.93124 37.71420 0.8 1.5 -1.8
C -6.72240 9.71619 36.57944 0.4 -0.9 1.4
C -6.57098 10.52527 35.46591 0.3 1.4 -0.2
C -5.76827 11.69851 35.56901 0.4 -1.0 -0.8
C -4.93465 11.83331 36.65738 -1.0 -1.0 0.1
C -7.14169 10.21946 34.12252 0.5 -1.5 -0.5
C -6.63307 9.07065 33.45810 0.4 1.3 0.1
C -7.02569 8.81033 32.15605 0.9 -2.4 -0.6
N -7.93553 9.52268 31.51411 -1.0 1.4 0.8
C -8.49672 10.57629 32.17464 0.2 0.1 0.4
C -8.08252 10.98545 33.44628 -0.2 -1.1 -0.9
C -8.34401 9.10852 30.14977 -1.5 1.4 -0.3
H -3.80970 12.13689 38.97253 -0.1 -0.6 -0.2
H -2.90898 10.70488 38.37975 -1.4 0.0 0.5
H -4.27983 10.60974 39.61184 -0.3 -1.1 1.3
H -5.92537 9.36057 38.61667 -0.1 -0.5 0.2
H -7.38933 8.83178 36.62827 0.4 0.8 -0.3
H -5.61724 12.33156 34.66622 -0.3 -0.3 1.0
H -4.25926 12.64580 36.75285 0.6 0.4 0.1
H -5.78363 8.51177 33.86337 -0.7 0.0 0.0
H -6.67907 7.90418 31.56071 -0.2 1.3 1.1
H -9.32294 11.11294 31.73315 0.1 -0.2 -0.5
H -8.57754 11.82775 33.87834 -0.1 0.4 0.2
H -9.14020 8.36871 30.18349 0.2 -0.2 0.4
H -7.50433 8.70901 29.64443 0.8 -0.4 -0.4
H -8.74313 9.98268 29.57000 0.5 -0.6 0.8
C -1.08899 -6.02089 39.73215 -0.5 -0.6 -0.7
N -2.02467 -5.65464 38.62209 -0.5 1.4 -0.7
C -2.06397 -4.32524 38.24583 0.6 -2.1 1.0
C -2.75829 -3.92065 37.14703 -0.7 1.5 -1.2
C -3.49631 -4.84209 36.34958 1.0 0.2 0.1
C -3.46111 -6.17691 36.84424 -3.4 0.9 -3.8
C -2.81276 -6.51433 37.92578 2.5 -1.1 3.5
C -4.16616 -4.45460 35.01871 0.8 -1.3 1.9
C -5.03008 -3.38510 34.97851 0.0 0.3 0.6
C -5.63815 -3.12420 33.76999 -0.5 1.0 -0.7
N -5.45589 -3.92203 32.66692 -1.2 -0.2 2.5
C -4.77394 -5.06622 32.81700 0.4 0.4 -1.0
C -4.02328 -5.29579 33.92503 0.9 -0.9 0.6
C -6.17444 -3.55726 31.47179 -1.8 0.3 -2.3
H -0.44857 -5.16290 39.74264 0.6 0.2 0.7
H -0.48390 -6.90888 39.46145 -0.6 0.5 0.1
H -1.65730 -6.16228 40.65636 0.3 0.0 -0.2
H -1.46522 -3.65276 38.85707 -0.2 -0.1 -0.3
H -2.63796 -2.80541 36.97418 -0.6 -1.6 -0.3
H -4.09930 -7.00845 36.44722 0.6 1.2 -0.2
H -2.88414 -7.54574 38.25599 0.4 0.2 0.3
H -5.22640 -2.85354 35.93968 -0.1 -0.1 -1.3
H -6.28441 -2.23665 33.62285 0.3 -0.8 0.1
H -4.74879 -5.75235 31.99606 -0.1 -0.1 -0.5
H -3.33057 -6.16541 33.91024 -0.8 0.7 0.2
H -5.56178 -2.81334 30.98020 -0.2 0.5 -0.2
H -7.25273 -3.21364 31.57946 1.6 0.0 0.8
H -6.35225 -4.33037 30.69615 0.9 -0.3 1.0
C -18.60945 8.30006 36.42064 -0.4 -0.9 -0.7
N -17.69539 7.24222 35.79170 0.4 1.8 -0.8
C -17.60482 5.94672 36.16408 -0.8 1.2 0.6
C -16.66613 5.08791 35.66111 -0.4 1.6 -0.1
C -15.76666 5.61636 34.76910 0.3 0.6 -0.4
C -15.73634 6.99820 34.46266 -1.0 -1.0 0.3
C -16.77796 7.79621 34.93845 1.0 -1.4 -0.5
C -14.79790 4.73412 34.09338 0.5 0.1 -0.3
C -15.07769 4.32160 32.76728 1.2 -1.5 0.0
C -14.08437 3.54838 32.11647 -0.7 0.9 1.1
N -12.90839 3.32802 32.74000 -0.2 0.6 -0.8
C -12.64799 3.82399 33.95936 1.0 -1.0 0.3
C -13.57377 4.46176 34.74579 -1.5 -0.7 -4.2
C -11.87570 2.61968 31.92128 -1.2 -0.3 -0.2
H -19.50167 7.85206 36.84823 0.3 -0.3 0.3
H -19.00073 9.03222 35.69724 0.6 -0.6 -0.2
H -18.00347 8.82103 37.12920 0.2 0.3 0.6
H -18.31241 5.67516 36.92186 -0.3 -0.3 0.2
H -16.62988 4.09753 35.99623 0.0 -1.5 0.3
H -14.89714 7.29178 33.84282 -0.4 0.7 0.0
H -16.88529 8.81690 34.58697 -0.2 0.0 0.5
H -16.04121 4.43234 32.24866 0.5 0.3 0.4
H -14.11623 3.16501 31.09735 -0.3 0.1 0.4
H -11.63537 3.63873 34.28472 0.0 0.1 0.2
H -13.29214 4.86700 35.63576 0.5 0.9 2.4
H -12.30083 1.63947 31.70317 0.2 0.0 0.0
H -10.97089 2.53081 32.45309 0.9 0.0 0.7
H -11.69451 3.14432 30.98720 -0.1 0.2 0.1
C -20.12631 0.46910 31.05839 0.1 -0.8 -0.4
N -18.99608 -0.45484 31.33682 0.3 2.8 -1.1
C -17.73590 -0.01227 31.24837 0.9 -0.6 0.3
C -16.72377 -0.86408 31.67943 -0.7 0.5 -0.7
C -16.98499 -2.13862 32.12226 -1.6 0.5 -0.8
C -18.32820 -2.54299 32.08938 1.4 0.0 0.3
C -19.26123 -1.68351 31.68607 -1.8 -0.1 0.2
C -15.97242 -2.92781 32.76471 1.5 -0.2 -0.2
C -14.75489 -3.33507 32.29532 2.2 -1.2 -2.5
C -13.79118 -4.10130 33.01244 -2.0 1.8 0.0
N -14.06792 -4.31581 34.30143 -0.7 -0.6 0.6
C -15.28687 -3.93604 34.79123 1.1 -0.2 1.8
C -16.17987 -3.19981 34.06087 -1.0 -1.2 3.3
C -13.17743 -5.07451 35.25830 -0.7 -0.6 -0.9
H -19.93850 1.41629 31.54202 0.2 0.3 -0.3
H -20.98337 0.01385 31.52149 -0.4 0.0 0.2
H -20.30020 0.49045 29.97545 0.2 0.4 0.3
H -17.49488 0.98270 30.85930 -0.6 -0.3 0.3
H -15.73258 -0.51661 31.65536 1.0 0.4 0.0
H -18.78343 -3.40752 32.45939 0.4 -1.8 0.5
H -20.30964 -1.92551 31.70647 -0.1 -0.2 0.0
H -14.48025 -3.15254 31.24422 -0.2 0.0 0.6
H -12.87118 -4.42419 32.55905 0.2 -0.1 0.2
H -15.45520 -4.18976 35.88798 0.2 0.4 -1.7
H -17.06661 -2.89609 34.60137 -0.1 0.1 -0.2
H -12.99990 -4.43257 36.12436 0.7 0.1 -0.5
H -12.31457 -5.48686 34.67018 -0.7 0.7 1.1
H -13.82567 -5.87043 35.64225 0.4 -0.2 -0.2
N -16.19322 1.56365 35.82982 0.0 0.4 0.3
S -17.25312 1.09341 34.80957 -1.0 -0.2 1.4
O -17.46883 -0.32840 34.73986 0.1 0.5 -0.6
O -17.15934 1.91503 33.64402 -0.1 -0.3 -0.7
F -18.67810 1.62662 35.43605 1.3 -0.4 -0.2
S -15.20816 0.82578 36.83237 1.5 2.4 1.2
O -14.26645 1.87824 37.31268 -1.8 -3.0 -1.6
O -14.76703 -0.46366 36.32873 -0.7 1.5 1.3
F -16.11623 0.67259 38.17701 0.6 -0.7 -1.6
N -7.95524 4.00817 30.46360 -1.7 -2.1 1.1
S -8.00179 2.44213 30.22759 -2.4 -2.3 -0.1
O -6.87106 1.85794 29.56168 -0.2 0.4 0.5
O -9.30732 1.92038 29.75437 2.1 1.5 0.9
F -7.96391 1.95491 31.74873 0.2 0.5 -0.9
S -7.26686 4.80705 29.38663 -0.5 3.5 -1.4
O -5.91700 4.50211 29.22444 2.3 -0.1 -0.4
O -7.71370 6.18103 29.38962 0.5 -0.5 0.7
F -7.90238 4.34493 27.99828 -0.5 -0.6 -0.4
N -12.37975 -0.80861 28.56045 -2.1 2.3 0.5
S -11.36662 -1.79828 29.13638 1.8 -2.6 0.0
O -10.28438 -2.00198 28.20989 -0.7 0.7 0.7
O -12.03616 -2.92427 29.68093 -0.1 -0.9 0.3
F -10.76225 -1.11908 30.40695 0.4 0.6 0.0
S -13.67197 -0.46094 29.44683 -1.0 0.2 1.1
O -13.84060 -0.90335 30.82822 1.2 0.2 -1.7
O -14.84306 -0.58510 28.62820 0.3 0.3 -0.1
F -13.48570 1.12398 29.68132 0.1 -0.8 -0.6
N -15.68984 3.50761 28.05695 -0.2 1.6 2.2
S -14.62409 4.51285 28.72818 1.4 -0.5 -3.6
O -13.49908 3.75042 29.18061 -0.1 0.6 0.3
O -15.10297 5.68787 29.32963 -0.3 0.6 1.6
F -14.07888 5.17065 27.34731 0.3 -0.6 0.0
S -17.13375 3.72343 28.74491 1.9 -0.9 0.0
O -17.19175 4.27418 30.05994 -0.2 -0.2 -0.2
O -17.76035 2.48259 28.48783 -1.7 -0.9 -0.2
F -17.74221 4.79204 27.80845 -0.8 0.5 -0.4
N -8.46120 -4.60165 34.97858 1.2 -1.6 0.6
S -9.53032 -3.48107 34.88520 0.7 1.2 -0.3
O -10.67598 -3.97421 34.17763 0.0 0.5 0.7
O -8.93075 -2.24807 34.47224 -0.3 0.0 -0.5
F -9.87456 -3.16212 36.38970 -1.0 -0.5 -0.3
S -7.69116 -5.00480 36.29061 -2.5 -0.2 0.0
O -7.46554 -3.97477 37.20440 0.3 2.3 1.6
O -6.55591 -5.79480 36.04558 1.1 -1.9 -1.2
F -8.77398 -5.93144 37.06130 0.9 0.3 -0.9
N -10.64299 6.24470 34.25745 -4.1 1.7 1.7
S -9.41381 5.78894 33.56464 1.0 0.1 1.4
O -8.66710 6.88930 33.06204 1.0 0.0 -2.0
O -9.83078 4.59325 32.88922 2.3 0.0 0.1
F -8.41380 5.52278 34.90276 -1.1 -1.0 -1.6
S -11.33835 7.64841 34.49129 1.1 -3.0 0.7
O -12.71457 7.41718 34.75726 -0.5 0.3 0.1
O -10.95542 8.66911 33.59809 0.4 1.1 -0.3
F -10.69738 7.92817 35.91277 -0.1 0.9 -0.1
```
Positions in Å, forces in eV/Å.